Computed, not measured: C12H17Cl3GeN5OS2V as an isolated structure, with ωB97M-V with the def2-TZVPD basis set.

Element x y z (Å)
V 0.071 0.507 -0.522
N 3.079 2.234 -1.912
C 2.074 2.965 -1.476
N 0.867 2.446 -1.114
C 0.015 3.507 -0.664
C 0.537 4.730 -0.712
S 2.173 4.681 -1.294
C -1.308 2.929 -0.272
C -2.547 3.817 -0.172
S -3.917 2.620 -0.286
C -2.930 1.581 -1.242
N -1.591 1.861 -1.247
N -3.423 0.579 -1.925
H 3.004 1.233 -2.009
H 3.963 2.658 -2.162
H 0.084 5.674 -0.448
H -2.627 4.372 0.760
H -4.422 0.425 -1.991
H -2.820 -0.105 -2.364
Cl -1.018 2.067 1.311
Ge -0.412 2.193 -2.966
Cl 0.173 -0.009 -2.919
Cl -2.622 4.940 -1.539
O -0.298 -1.006 0.574
C -0.444 -2.019 1.327
C -1.057 -3.274 0.824
C 0.143 -4.281 0.755
C 1.566 -3.673 0.648
C 2.221 -3.176 1.956
C 1.627 -1.886 2.529
N 0.151 -2.064 2.513
H -1.510 -3.107 -0.150
H -1.827 -3.639 1.506
H -0.028 -4.920 -0.109
H 0.111 -4.933 1.629
H 1.590 -2.882 -0.113
H 2.207 -4.464 0.259
H 3.288 -3.021 1.792
H 2.144 -3.966 2.708
H 1.874 -1.016 1.923
H 1.956 -1.694 3.546
H -0.117 -2.885 3.047

Its total energy is -6013.45944 a.u. Its charge is +3. The multiplicity is 2. The expectation value of S² is 0.80. The value obtained for the HOMO energy (spin up / spin down) is -17.64 / -17.23 eV.

Computed, not measured: one molecule with the formula C6H12, with ωB97M-V with the def2-TZVPD basis set.

Element x y z (Å)
C -1.830 0.548 1.065
C -1.391 -0.783 0.443
C 0.128 -1.011 0.329
C 0.868 -0.393 -0.845
C 2.179 0.308 -0.625
C 0.974 1.095 -1.055
H -1.596 1.413 0.438
H -1.352 0.700 2.044
H -2.917 0.559 1.216
H -1.789 -1.573 1.091
H -1.879 -0.926 -0.531
H 0.304 -2.094 0.260
H 0.594 -0.669 1.266
H 0.831 -0.985 -1.763
H 2.496 0.492 0.400
H 2.975 0.145 -1.343
H 0.906 1.445 -2.082
H 0.497 1.728 -0.307

Its total energy is -235.77536 a.u. Its structure (SMILES) is CCCC1CC1. Its charge is 0. The value obtained for the HOMO energy is -10.05 eV.

Computed, not measured: an isolated ion of composition C7H10N and charge +1, with ωB97M-V with the def2-TZVPD basis set.

Element x y z (Å)
C 0.327 -0.788 0.916
C -1.126 -1.179 0.504
C -0.259 0.691 0.654
C -1.529 0.123 0.294
C 2.244 0.138 -0.225
C 1.307 1.283 -0.630
C -2.755 0.827 -0.013
N 1.361 -1.045 -0.129
H 0.675 -1.284 1.790
H -1.693 -2.081 0.506
H 2.999 -0.041 -1.039
H 2.725 0.419 0.631
H 1.531 2.273 -0.849
H -3.606 0.310 0.434
H -2.899 0.830 -1.074
H -2.762 1.867 0.407
H 1.497 -2.056 0.113
H 0.914 -1.034 -1.060

Its total energy is -326.94308 a.u. Its charge is +1. The value obtained for the HOMO energy (spin up / spin down) is -12.65 / -13.37 eV.

Computed, not measured: a 2-piece molecular cluster, C4H6O2 overall, with ωB97M-V with the def2-TZVPD basis set.

Element x y z (Å)
O 2.356 -0.280 0.363
C 1.476 -0.380 1.183
C -1.411 0.076 0.296
O -1.590 1.266 0.951
C -0.718 -0.100 -0.804
C 0.055 -0.264 -1.844
H 1.118 -0.471 -1.708
H 1.010 0.500 1.663
H 1.086 -1.362 1.514
H -1.919 -0.737 0.806
H -1.141 1.957 0.445
H -0.321 -0.204 -2.864

Its total energy is -306.38726 a.u. Its structure (SMILES) is C=C=CO.C=O. Its charge is 0. The value obtained for the HOMO energy is -9.16 eV.

Computed, not measured: C5H16CoN2O7 as an isolated structure, with ωB97M-V with the def2-TZVPD basis set.

Element x y z (Å)
Co -0.602 -0.090 -0.243
O -1.737 1.369 0.790
C -1.829 0.934 2.090
C -1.889 -0.596 2.247
O -0.947 -1.313 1.563
H -2.755 1.313 2.579
H -0.956 1.250 2.717
H -2.912 -0.853 1.840
H -1.900 -0.895 3.321
O 0.362 -1.604 -1.069
C 1.417 -1.928 -1.875
C 1.715 -3.438 -2.164
O 1.669 -4.337 -1.178
H 2.384 -1.510 -1.494
H 1.219 -1.505 -2.895
H 2.636 -3.481 -2.822
H 0.912 -3.732 -2.927
C 1.567 1.910 0.977
O 1.110 1.007 0.346
N 0.775 2.799 1.670
N 2.871 2.372 0.796
H 1.219 3.377 2.361
H -0.198 2.513 1.740
H 3.200 3.089 1.417
H 3.536 1.815 0.295
O -2.454 -0.931 -0.987
H -3.048 -1.624 -0.689
H -2.863 -0.533 -1.760
O -0.707 1.349 -1.911
H -1.354 2.061 -1.910
H -0.444 1.211 -2.826

Its total energy is -2218.92963 a.u. Its charge is -2. The multiplicity is 4. The expectation value of S² is 3.76. The value obtained for the HOMO energy (spin up / spin down) is 1.52 / 1.52 eV.

Computed, not measured: C29H25N5O3SV as an isolated structure, with ωB97M-V with the def2-TZVPD basis set.

Element x y z (Å)
V 1.541 1.513 -0.172
C 1.415 3.512 0.896
C 1.485 2.546 1.930
C 2.749 1.919 1.853
C 3.462 2.480 0.772
C 2.642 3.473 0.183
H 0.573 4.151 0.688
H 0.691 2.321 2.625
H 3.097 1.105 2.466
H 4.443 2.180 0.439
H 2.882 4.063 -0.687
N 0.921 1.807 -1.735
C 0.580 2.447 -2.894
C 1.536 3.132 -3.662
C 1.177 3.790 -4.827
C -0.140 3.783 -5.271
C -1.096 3.101 -4.526
C -0.746 2.443 -3.359
H 2.564 3.130 -3.320
H 1.937 4.314 -5.397
H -0.418 4.299 -6.182
H -2.128 3.084 -4.855
H -1.488 1.908 -2.778
N -1.849 2.502 0.492
C -3.212 2.769 0.710
C -3.828 3.845 0.069
C -5.150 4.162 0.336
C -5.889 3.419 1.248
C -5.285 2.341 1.875
C -3.959 2.017 1.613
S -7.579 3.886 1.628
O -8.171 2.688 2.211
O -8.149 4.275 0.344
O -7.447 4.995 2.567
H -1.504 2.810 -0.407
H -1.565 1.543 0.636
H -3.258 4.431 -0.645
H -5.631 4.989 -0.172
H -5.873 1.752 2.568
H -3.496 1.171 2.110
N 2.362 -5.223 1.903
C 2.592 -6.563 1.683
C 2.830 -7.628 2.530
C 3.033 -8.879 1.946
C 2.994 -9.032 0.561
C 2.754 -7.953 -0.284
C 2.547 -6.696 0.277
N 2.293 -5.487 -0.320
C 2.175 -4.606 0.671
C 1.911 -3.220 0.547
C 1.821 -2.329 1.640
C 1.612 -0.998 1.477
N 1.514 -0.365 0.227
C 1.476 -1.282 -0.849
C 1.678 -2.609 -0.721
H 2.275 -4.774 2.794
H 2.859 -7.502 3.606
H 3.220 -9.739 2.578
H 3.154 -10.015 0.134
H 2.722 -8.076 -1.360
H 1.890 -2.688 2.663
H 1.493 -0.365 2.343
H 1.300 -0.829 -1.814
H 1.658 -3.236 -1.603

Its total energy is -2961.87485 a.u. Its charge is -2. The multiplicity is 2. The expectation value of S² is 0.78. The value obtained for the HOMO energy (spin up / spin down) is -0.96 / -0.91 eV.

Computed, not measured: a 5-piece molecular cluster, C2H10NO7 overall, with ωB97M-V with the def2-TZVPD basis set.

Element x y z (Å)
O -1.279 2.549 0.038
C -2.134 1.737 -0.198
N -2.206 0.413 0.242
C -1.097 -0.339 0.970
O 0.035 0.122 0.724
O -1.519 -1.403 1.405
H -2.971 1.986 -0.892
H -3.122 0.015 0.387
H 1.055 2.862 0.979
H 1.453 1.359 0.958
O 1.770 2.241 0.725
H 1.138 -1.513 -1.948
H 1.518 -2.953 -1.441
O 1.545 -2.382 -2.200
H 1.263 1.384 -1.598
H 0.585 0.205 -1.057
O 1.121 0.464 -1.827
H 1.330 -1.575 1.593
H 0.287 -2.631 1.522
O 1.228 -2.542 1.618

Its total energy is -663.77921 a.u. Its charge is -1. The value obtained for the HOMO energy is -6.40 eV.

Computed, not measured: a 2-piece molecular cluster, C5H10O overall, with ωB97M-V with the def2-TZVPD basis set.

Element x y z (Å)
C 0.200 -0.826 -0.289
C 1.200 -0.587 0.535
C -1.104 -0.279 -0.271
C -2.096 -1.171 0.325
C -1.852 -2.176 1.256
H 0.270 -1.310 -1.278
H 2.197 -0.813 0.285
H 1.100 -0.007 1.452
H -1.108 0.665 0.425
H -1.573 0.209 -1.173
H -3.068 -0.953 0.063
H -2.593 -2.748 1.735
H -0.886 -2.357 1.431
H 2.997 3.623 -0.833
H 3.276 4.196 -2.261
O 3.039 4.533 -1.402

Its total energy is -271.64368 a.u. Its structure (SMILES) is C=CCC=C.O. Its charge is 0. The value obtained for the HOMO energy is -9.21 eV.

Computed, not measured: a 2-piece molecular cluster, C4H9NO overall, with ωB97M-V with the def2-TZVPD basis set.

Element x y z (Å)
C 3.603 -0.051 -0.433
C 2.445 0.522 -0.812
N 1.663 1.490 -0.229
H 4.098 0.114 0.517
H 3.912 -0.889 -1.041
H 2.239 0.349 -1.875
H 1.094 1.447 0.596
H 1.302 2.206 -0.837
C -3.812 -0.309 0.974
C -2.709 -0.975 0.687
O -1.844 -0.610 -0.343
H -4.388 -0.677 1.810
H -4.186 0.395 0.250
H -2.133 -1.651 1.301
H -1.284 -1.361 -0.566

Its total energy is -287.71697 a.u. Its structure (SMILES) is C=CN.C=CO. Its charge is 0. The value obtained for the HOMO energy is -8.36 eV.

Computed, not measured: one molecule with the formula C6H11Cl2OPS, with ωB97M-V with the def2-TZVPD basis set.

Element x y z (Å)
C -1.506 -0.993 0.384
C -2.740 -1.295 -0.101
C -3.047 -2.545 -0.695
C 1.741 2.164 -0.045
C 0.324 1.576 -0.113
C -0.017 0.747 1.156
O -1.421 0.276 1.007
P -4.032 0.152 -0.219
S -4.828 -0.211 -1.945
Cl -5.020 0.135 1.583
Cl -3.339 1.973 -0.083
H -0.700 -1.665 0.374
H -3.493 -3.241 0.045
H -2.293 -3.197 -0.996
H -3.886 -2.326 -1.467
H 1.798 2.885 0.692
H 2.585 1.304 0.081
H 2.071 2.560 -0.984
H 0.304 1.150 -1.092
H -0.262 2.500 -0.107
H 0.558 -0.029 1.669
H -0.118 1.486 1.920

Its total energy is -1970.35064 a.u. Its structure (SMILES) is CCCO/C=C(/C)P(=S)(Cl)Cl. Its charge is 0. The value obtained for the HOMO energy is -8.73 eV.

Computed, not measured: a 2-piece molecular cluster, C15H22N overall, with ωB97M-V with the def2-TZVPD basis set.

Element x y z (Å)
C -1.379 -1.392 1.510
C -2.822 -0.875 1.845
C -2.650 0.620 1.933
C -1.322 0.977 1.761
C -0.524 -0.159 1.465
C 0.907 -0.191 1.519
C 1.663 1.013 1.561
C 3.029 0.974 1.816
C 3.671 -0.258 2.008
C 2.955 -1.459 1.920
C 1.592 -1.432 1.665
H -1.040 -2.065 2.312
H -1.342 -1.998 0.589
H -3.578 -1.190 1.112
H -3.118 -1.291 2.827
H -3.466 1.303 2.163
H -0.909 1.986 1.853
H 1.146 1.969 1.446
H 3.587 1.911 1.892
H 4.729 -0.277 2.263
H 3.449 -2.421 2.076
H 1.016 -2.357 1.642
C -2.557 1.324 -2.088
C -1.146 1.093 -1.563
N -0.421 -0.011 -2.100
C 0.996 0.015 -2.363
C 1.441 -0.564 -3.705
H -3.128 1.882 -1.335
H -2.539 1.901 -3.020
H -3.075 0.375 -2.254
H -0.536 2.012 -1.603
H -1.238 0.865 -0.498
H -0.945 -0.626 -2.719
H 1.363 1.044 -2.245
H 1.478 -0.568 -1.562
H 2.527 -0.702 -3.692
H 0.993 -1.540 -3.901
H 1.192 0.111 -4.528

Its total energy is -639.21907 a.u. Its charge is +1. The value obtained for the HOMO energy is -10.82 eV.

Computed, not measured: a 2-piece molecular cluster, C5H14NO overall, with ωB97M-V with the def2-TZVPD basis set.

Element x y z (Å)
C -1.913 -0.759 -2.246
C -1.062 -0.563 -3.231
N -1.530 -0.402 -0.856
H -2.974 -0.917 -2.361
H -1.324 -0.786 -4.254
H -0.062 -0.210 -2.993
H -1.011 0.482 -0.824
H -2.328 -0.311 -0.227
H -0.874 -1.068 -0.431
C -0.100 0.737 1.753
C 1.197 0.568 0.974
C 1.996 -0.652 1.420
O 1.990 1.741 1.035
H -0.799 1.419 1.255
H 0.076 1.133 2.752
H -0.648 -0.200 1.905
H 0.984 0.448 -0.101
H 1.383 -1.551 1.306
H 2.301 -0.550 2.461
H 2.877 -0.744 0.791
H 1.821 2.186 1.873

Its total energy is -328.60207 a.u. Its charge is +1. The value obtained for the HOMO energy is -13.71 eV.

Computed, not measured: C20H22BN2O4SV as an isolated structure, with ωB97M-V with the def2-TZVPD basis set.

Element x y z (Å)
V -0.273 0.775 0.404
C -1.684 1.378 3.130
N -0.372 0.909 2.644
C 0.726 1.813 3.087
C -0.102 -0.516 2.999
C -0.922 -1.411 2.078
C -1.634 -2.474 2.588
C -2.576 -3.127 1.810
C -2.820 -2.715 0.517
C -2.047 -1.661 -0.038
C -1.127 -0.999 0.755
H -1.804 1.104 4.202
H -2.481 0.888 2.562
H -1.787 2.443 3.021
H 0.804 1.809 4.202
H 0.488 2.797 2.707
H 1.663 1.455 2.646
H -0.319 -0.740 4.078
H 0.982 -0.676 2.822
H -1.412 -2.804 3.606
H -3.136 -3.944 2.212
H -3.587 -3.208 -0.124
H -2.254 -1.340 -1.075
B 4.261 0.843 0.738
C 2.806 1.020 0.289
N 1.630 0.959 0.307
H 4.873 1.860 0.822
H 4.811 0.154 -0.060
H 4.218 0.286 1.811
C 1.494 -2.674 -4.024
C 1.161 -2.884 -2.679
C 0.709 -1.903 -1.809
C 0.526 -0.572 -2.317
C 0.029 0.554 -1.592
C 0.034 1.809 -2.215
C 0.252 1.976 -3.590
C 0.700 0.913 -4.346
C 0.852 -0.359 -3.763
C 1.372 -1.401 -4.535
H 1.866 -3.556 -4.556
H 1.284 -3.879 -2.268
H 0.520 -2.104 -0.752
H -0.221 2.674 -1.615
H 0.064 2.985 -4.006
H 0.999 1.070 -5.384
H 1.664 -1.179 -5.543
O -2.438 1.252 -0.036
S -2.077 2.767 0.056
O -2.251 3.391 -1.290
O -0.576 2.839 0.415
O -2.889 3.407 1.108

Its total energy is -2552.68786 a.u. Its charge is 0. The value obtained for the HOMO energy (spin up / spin down) is -8.76 / -8.76 eV.

Computed, not measured: C24H34MnNO3P2S2 as an isolated structure, with ωB97M-V with the def2-TZVPD basis set.

Element x y z (Å)
Mn -0.556 0.774 0.667
C 0.162 0.394 4.394
P -1.117 0.779 3.147
C -2.011 2.178 3.885
C -2.273 -0.636 3.356
C -2.757 -0.931 4.631
C -3.604 -2.001 4.853
C -3.984 -2.808 3.789
C -3.514 -2.525 2.519
C -2.664 -1.444 2.283
P -2.075 -1.124 0.583
C -1.257 -2.681 0.112
C -3.569 -1.075 -0.438
H -0.243 0.274 5.400
H 0.889 1.209 4.407
H 0.682 -0.520 4.104
H -2.310 1.976 4.915
H -2.875 2.391 3.261
H -1.360 3.053 3.863
H -2.466 -0.311 5.471
H -3.964 -2.209 5.852
H -4.643 -3.651 3.949
H -3.814 -3.159 1.692
H -1.934 -3.538 0.136
H -0.413 -2.859 0.780
H -0.870 -2.549 -0.899
H -4.195 -1.956 -0.291
H -3.250 -1.028 -1.480
H -4.116 -0.163 -0.206
S -2.224 2.090 0.394
C -1.039 3.301 -4.903
C -1.844 2.057 -4.559
C -0.958 0.910 -4.096
S -0.198 1.322 -2.492
O -0.382 0.088 -1.637
C 1.571 1.353 -2.918
C 2.278 0.019 -2.729
C 1.948 -1.034 -3.774
H -1.680 4.099 -5.276
H -0.293 3.086 -5.673
H -0.515 3.689 -4.026
H -2.414 1.722 -5.429
H -2.574 2.282 -3.777
H -0.205 0.652 -4.840
H -1.533 0.012 -3.863
H 1.996 2.110 -2.259
H 1.628 1.724 -3.945
H 2.013 -0.368 -1.741
H 3.352 0.220 -2.707
H 0.906 -1.346 -3.697
H 2.561 -1.925 -3.631
H 2.122 -0.667 -4.789
O 1.942 -2.357 1.630
C 2.208 -1.247 1.224
N 1.312 -0.247 0.923
C 1.973 0.836 0.466
O 1.350 1.863 0.161
C 3.432 0.557 0.380
C 4.505 1.301 -0.064
C 5.753 0.682 -0.041
C 5.903 -0.625 0.415
C 4.810 -1.366 0.863
C 3.579 -0.747 0.833
H 4.387 2.318 -0.415
H 6.625 1.222 -0.387
H 6.890 -1.069 0.422
H 4.916 -2.379 1.226

Its total energy is -3845.55371 a.u. Its charge is 0. The multiplicity is 5. The expectation value of S² is 6.30. The value obtained for the HOMO energy (spin up / spin down) is -6.51 / -7.20 eV.